[1]
{
  "formula": "C6H11CuO2",
  "method": "wB97M-V/def2-TZVPD",
  "symbols": ["Cu", "O", "O", "C", "C", "C", "C", "C", "C", "H", "H", "H", "H", "H", "H", "H", "H", "H", "H", "H"],
  "positions_angstrom": [[0.980, -2.034, 1.193], [-0.264, -2.174, -0.462], [0.669, 0.011, 1.630], [-0.213, 0.652, 2.532], [0.112, -1.330, -1.334], [-1.548, -0.068, 2.620], [0.284, 0.055, -1.222], [1.260, 0.517, -3.527], [0.471, 0.816, -2.478], [0.102, 1.848, -2.425], [-0.376, 1.691, 2.195], [-2.349, 0.645, 2.861], [0.068, 0.841, -0.491], [-1.516, -0.850, 3.393], [1.626, -0.498, -3.705], [0.356, -1.787, -2.320], [1.529, 1.284, -4.256], [0.328, 0.240, 0.618], [0.275, 0.689, 3.518], [-1.792, -0.548, 1.660]],
  "total_charge": 0,
  "homo_lumo_gap_ev": 6.3
}


[2]
{
  "formula": "C20H49Br2F3O10S8",
  "method": "wB97M-V/def2-TZVPD",
  "symbols": ["Br", "Br", "S", "S", "S", "S", "S", "S", "S", "S", "F", "F", "F", "O", "O", "O", "O", "O", "O", "O", "O", "O", "O", "C", "C", "C", "C", "C", "C", "C", "C", "C", "C", "C", "C", "C", "C", "C", "C", "C", "C", "C", "C", "H", "H", "H", "H", "H", "H", "H", "H", "H", "H", "H", "H", "H", "H", "H", "H", "H", "H", "H", "H", "H", "H", "H", "H", "H", "H", "H", "H", "H", "H", "H", "H", "H", "H", "H", "H", "H", "H", "H", "H", "H", "H", "H", "H", "H", "H", "H", "H", "H"],
  "positions_angstrom": [[-1.638, 0.449, 0.385], [-0.665, -2.794, 3.502], [4.069, 0.138, 3.376], [7.767, -4.339, 3.078], [2.704, 7.859, 0.515], [-5.124, -2.333, -1.895], [-5.189, -5.456, -5.950], [-4.464, -1.515, 5.428], [2.278, 2.222, -2.358], [-1.103, 4.330, 0.102], [0.145, -2.131, 0.980], [-1.989, -2.260, 1.298], [-1.808, -0.022, 3.015], [1.644, 7.172, 1.295], [-4.684, -2.980, 5.545], [7.584, -3.615, 1.794], [-5.012, -1.815, -3.290], [1.464, 3.397, -1.945], [2.556, 0.649, 3.286], [-2.175, 3.636, 0.871], [4.066, -1.130, 4.068], [4.241, -0.225, 1.754], [-6.240, -6.122, -5.130], [0.428, 0.448, 2.292], [1.561, -0.349, 2.928], [1.289, 1.294, -3.535], [5.541, -0.098, 1.240], [2.267, 7.679, -1.219], [-5.558, -3.707, -5.937], [-5.922, -0.710, 6.104], [-3.576, -3.157, -1.517], [-6.130, -3.820, -1.967], [7.235, -6.031, 2.803], [-0.899, -0.286, 2.048], [2.375, 9.623, 0.620], [6.518, -0.979, 1.548], [-1.521, 4.182, -1.637], [-0.831, -1.819, 1.844], [-5.604, -5.750, -7.673], [9.520, -4.706, 3.221], [3.490, 2.817, -3.542], [-4.779, -1.073, 3.716], [-1.427, 6.091, 0.226], [-6.134, -4.297, -0.987], [0.933, 1.964, -4.318], [7.034, -1.533, 0.772], [-4.930, -5.176, -8.309], [1.890, 0.490, -3.959], [3.056, 10.159, -0.041], [-5.940, -0.905, 7.174], [-3.347, -3.875, -2.305], [-3.658, -3.656, -0.552], [6.806, -1.153, 2.579], [-3.995, -1.521, 3.111], [-4.749, 0.011, 3.606], [9.687, -5.345, 4.088], [2.362, 6.624, -1.472], [7.466, -6.632, 3.682], [-5.478, -6.813, -7.868], [-5.399, -3.336, -4.926], [1.338, 9.815, 0.343], [4.029, 1.969, -3.966], [1.238, 8.006, -1.368], [-6.640, -5.461, -7.848], [-1.263, 6.394, 1.257], [0.444, 0.873, -2.993], [2.546, 9.928, 1.650], [-2.800, -2.395, -1.468], [-2.459, 6.291, -0.065], [2.007, -1.024, 2.200], [-5.739, -4.504, -2.721], [5.700, 0.817, 0.679], [-2.550, 4.512, -1.787], [7.735, -6.429, 1.920], [-4.884, -3.185, -6.616], [0.195, 1.288, 2.947], [2.950, 8.270, -1.830], [-1.419, 3.134, -1.911], [1.280, -0.879, 3.831], [2.985, 3.382, -4.325], [-0.827, 4.780, -2.224], [-6.814, -1.127, 5.636], [-6.596, -3.547, -6.230], [-7.142, -3.521, -2.234], [0.771, 0.830, 1.336], [-5.752, -1.465, 3.418], [9.864, -5.195, 2.310], [6.159, -6.013, 2.644], [4.184, 3.461, -3.006], [-5.858, 0.363, 5.926], [-0.733, 6.627, -0.420], [10.044, -3.762, 3.355]],
  "total_charge": 0,
  "homo_lumo_gap_ev": 8.6
}


[3]
{
  "formula": "C43H65FO9",
  "method": "wB97M-V/def2-TZVPD",
  "symbols": ["F", "O", "O", "O", "O", "O", "O", "O", "O", "O", "C", "C", "C", "C", "C", "C", "C", "C", "C", "C", "C", "C", "C", "C", "C", "C", "C", "C", "C", "C", "C", "C", "C", "C", "C", "C", "C", "C", "C", "C", "C", "C", "C", "C", "C", "C", "C", "C", "C", "C", "C", "C", "C", "H", "H", "H", "H", "H", "H", "H", "H", "H", "H", "H", "H", "H", "H", "H", "H", "H", "H", "H", "H", "H", "H", "H", "H", "H", "H", "H", "H", "H", "H", "H", "H", "H", "H", "H", "H", "H", "H", "H", "H", "H", "H", "H", "H", "H", "H", "H", "H", "H", "H", "H", "H", "H", "H", "H", "H", "H", "H", "H", "H", "H", "H", "H", "H", "H"],
  "positions_angstrom": [[-3.835, -2.775, 0.238], [1.116, -3.218, 1.627], [6.729, 2.807, -3.959], [-1.954, -6.490, -1.409], [9.782, 4.085, -7.334], [-1.672, 1.857, 3.251], [-1.032, 4.317, -0.001], [4.797, -3.222, -2.521], [4.138, 3.515, -0.875], [-6.061, 2.903, 6.464], [-4.858, 3.970, 4.342], [-7.738, -3.399, 5.620], [-4.978, 6.648, 3.511], [-3.581, 3.587, 3.362], [1.862, -5.431, 1.131], [-3.909, -5.196, -1.862], [-2.991, 4.792, 2.417], [7.821, 4.900, -4.318], [-5.275, -3.998, 6.362], [6.138, 3.909, -5.994], [-4.111, 0.845, 3.595], [-6.486, -4.409, 5.303], [4.819, 2.581, -0.455], [-5.481, 2.746, 5.251], [-6.671, -1.278, 4.198], [-2.813, -1.169, 2.037], [4.142, -1.558, -4.104], [-2.812, -6.713, -3.626], [9.467, 1.972, -6.267], [4.592, 2.002, 0.915], [6.882, 3.784, -4.691], [-0.629, -4.821, 1.340], [-3.713, 6.299, 2.490], [2.965, -1.853, -1.835], [0.485, 5.934, -0.888], [-2.991, 2.022, 3.376], [-6.672, 0.235, 4.876], [-3.187, -1.433, 0.462], [-7.981, -2.220, 4.508], [-8.652, -2.781, 3.082], [-2.814, -6.163, -2.225], [-5.369, -1.683, 3.290], [0.810, -4.385, 1.388], [10.301, 3.068, -6.875], [11.793, 2.872, -6.901], [0.097, 4.554, -0.427], [-5.409, 1.229, 4.553], [5.913, 1.975, -1.292], [-4.082, -0.668, 2.967], [1.144, 3.476, -0.508], [4.037, -2.294, -2.795], [-5.570, 5.443, 4.455], [-1.728, -1.486, -0.351], [-6.477, 5.544, 5.212], [5.963, 2.493, -2.255], [6.848, 3.959, -6.824], [-3.345, 7.208, 1.811], [4.319, 0.947, 0.832], [3.772, 2.538, 1.405], [-7.837, -3.446, 2.571], [-3.905, -0.608, -0.004], [3.128, -0.810, -1.550], [-7.608, -2.983, 6.730], [-9.642, -3.353, 3.370], [-3.784, -4.882, -0.820], [0.723, 2.533, -0.142], [-5.497, 7.699, 3.592], [5.509, 4.803, -5.978], [12.041, 1.983, -7.486], [12.172, 2.774, -5.881], [9.611, 1.043, -6.824], [-6.840, -5.494, 5.629], [-3.736, -7.266, -3.810], [-0.370, 6.609, -0.773], [4.959, -1.984, -4.695], [8.606, 4.993, -5.073], [12.265, 3.742, -7.368], [-1.965, -7.398, -3.746], [8.288, 4.674, -3.354], [1.981, -1.971, -2.296], [-8.734, -4.046, 5.651], [-0.960, -1.967, 0.426], [-6.161, -4.383, 4.179], [8.409, 2.250, -6.318], [-2.706, -5.897, -4.346], [-1.884, -0.456, 2.060], [2.854, -4.972, 1.197], [3.007, -2.473, -0.934], [-2.078, 4.614, 1.683], [1.791, -6.221, 1.882], [9.743, 1.834, -5.219], [-1.304, -0.401, -0.575], [-3.852, -4.312, -2.503], [-8.929, -1.805, 2.453], [-8.821, -1.504, 4.963], [1.735, -5.847, 0.128], [7.266, 5.837, -4.228], [5.498, 3.032, -6.132], [-0.867, -5.210, 0.347], [5.494, 2.115, 1.521], [-2.438, -2.208, 2.485], [-0.811, -5.585, 2.101], [2.000, 3.742, 0.117], [0.769, 5.907, -1.943], [-7.570, 0.577, 5.553], [1.458, 3.339, -1.546], [4.358, -0.502, -3.919], [-5.348, -2.777, 2.815], [3.211, -1.663, -4.666], [-4.371, -4.745, 6.349], [-4.957, -2.893, 6.052], [-4.883, -5.681, -1.967], [-1.276, -3.962, 1.544], [1.312, 6.310, -0.281], [-1.755, -2.182, -1.294], [5.700, 0.918, -1.474], [6.875, 2.086, -0.784], [-5.720, -3.899, 7.451]],
  "smiles": "CCC[C@H](C)c1cc(C[C@@H](C)F)c2c(c1)C(=O)c1ccccc1C2=O.CC(C)=O.CC(C)=O.CC(C)=O.CC(C)=O.CC(C)=O.CC(C)=O.CC(C)=O",
  "total_charge": 0,
  "homo_lumo_gap_ev": 7.2
}


[4]
{
  "formula": "C4H5NS",
  "method": "wB97M-V/def2-TZVPD",
  "symbols": ["S", "N", "C", "C", "C", "C", "H", "H", "H", "H", "H"],
  "positions_angstrom": [[-1.366, 1.765, 0.005], [0.921, -0.244, 2.818], [-0.187, -1.013, -0.278], [1.128, -0.182, 1.654], [0.957, -0.002, 0.257], [-0.272, 0.483, -0.537], [0.192, -1.320, -1.304], [-0.932, -1.674, 0.387], [-2.316, 1.252, -0.814], [0.072, 0.750, -1.643], [1.803, 0.185, -0.545]],
  "smiles": "N#C[C@H]1C[C@H]1S",
  "total_charge": 0,
  "de_lowest_kj_mol": 272.7,
  "homo_lumo_gap_ev": 9.9
}


Repeat the first record exactly.
{
  "formula": "C6H11CuO2",
  "method": "wB97M-V/def2-TZVPD",
  "symbols": ["Cu", "O", "O", "C", "C", "C", "C", "C", "C", "H", "H", "H", "H", "H", "H", "H", "H", "H", "H", "H"],
  "positions_angstrom": [[0.980, -2.034, 1.193], [-0.264, -2.174, -0.462], [0.669, 0.011, 1.630], [-0.213, 0.652, 2.532], [0.112, -1.330, -1.334], [-1.548, -0.068, 2.620], [0.284, 0.055, -1.222], [1.260, 0.517, -3.527], [0.471, 0.816, -2.478], [0.102, 1.848, -2.425], [-0.376, 1.691, 2.195], [-2.349, 0.645, 2.861], [0.068, 0.841, -0.491], [-1.516, -0.850, 3.393], [1.626, -0.498, -3.705], [0.356, -1.787, -2.320], [1.529, 1.284, -4.256], [0.328, 0.240, 0.618], [0.275, 0.689, 3.518], [-1.792, -0.548, 1.660]],
  "total_charge": 0,
  "homo_lumo_gap_ev": 6.3
}


What is the formula in the second record? C20H49Br2F3O10S8